The following is a quantum chemistry calculation of a cluster of 12 separate species, C4H32N2O12 in total, from OMol25.

Summary:
Energy above the lowest of the compared OMol25 structures with the same formula, charge and spin   0.0 kJ/mol
Structure (SMILES)   CCNC(=O)CN.O.O.O.O.O.O.O.O.O.O.O

Structure (ORCA input):
```
! RIJCOSX wB97M-V def2-TZVPD def2/J DEFGRID3
* xyz 0 1
C -1.567 -0.572 3.215
C -0.063 -0.716 3.063
N 0.316 -1.735 2.094
C 0.473 -1.546 0.770
O 0.746 -2.531 0.065
C 0.348 -0.140 0.227
N 0.340 -0.120 -1.238
H -2.058 -0.410 2.251
H -2.024 -1.486 3.612
H -1.834 0.259 3.869
H 0.415 -0.976 4.014
H 0.386 0.236 2.780
H 0.420 -2.682 2.413
H -0.518 0.359 0.671
H 1.213 0.424 0.582
H -0.158 0.708 -1.565
H -0.157 -0.932 -1.592
O 2.058 2.363 -1.970
H 1.867 1.458 -2.254
H 1.182 2.640 -1.597
O 3.312 2.294 0.433
H 3.515 1.333 0.550
H 3.003 2.405 -0.498
O 3.630 -0.443 0.699
H 3.330 -0.915 -0.127
H 4.522 -0.745 0.851
O -2.748 1.974 -0.912
H -2.968 1.029 -0.693
H -3.487 2.527 -0.627
O -3.376 -0.627 -0.369
H -2.848 -1.215 -0.966
H -4.298 -0.877 -0.531
O 1.010 2.825 1.646
H 1.911 2.572 1.262
H 1.202 3.606 2.190
O -0.229 3.231 -0.754
H -1.116 2.802 -0.725
H 0.138 3.147 0.159
O -1.070 -4.448 -0.614
H -0.274 -3.926 -0.359
H -1.502 -4.750 0.201
O -2.028 -2.304 -1.985
H -1.687 -3.105 -1.507
H -2.319 -2.637 -2.838
O -1.343 1.928 -3.328
H -0.848 2.750 -3.253
H -2.021 1.980 -2.623
O 2.803 -1.744 -1.582
H 2.106 -2.269 -1.150
H 2.294 -1.001 -1.959
*
```

The following is a quantum chemistry calculation of a cluster of 11 separate species, C4H32N3O10 in total in a non-equilibrium geometry, from OMol25.

Summary:
Energy above the lowest of the compared OMol25 structures with the same formula, charge and spin   116.7 kJ/mol

Structure (ORCA input):
```
! RIJCOSX wB97M-V def2-TZVPD def2/J DEFGRID3
* xyz 1 1
C -2.829 -0.395 1.012
C -1.723 -1.474 1.106
C -0.441 -1.095 0.372
N -0.064 -2.549 -2.183
C -0.497 -1.278 -2.126
N -0.687 -0.584 -0.973
N -2.454 0.917 1.490
H -3.748 -0.807 1.440
H -3.104 -0.253 -0.096
H -1.527 -1.676 2.133
H -2.106 -2.396 0.722
H 0.125 -0.315 0.960
H 0.316 -1.956 0.377
H 0.080 -2.974 -3.056
H 0.289 -3.070 -1.360
H -0.747 -0.717 -2.991
H -1.029 0.393 -1.039
H -1.493 1.016 1.670
H -2.950 1.172 2.359
H 2.455 -0.942 1.341
H 3.059 -0.976 0.082
O 2.700 -1.515 0.700
H 3.212 2.786 -1.593
H 2.463 2.470 -0.261
O 2.348 2.500 -1.248
H 2.791 -0.031 3.332
H 1.298 0.205 3.110
O 2.180 0.218 2.688
H -1.091 2.645 -0.839
H -2.336 1.919 -0.423
O -1.727 1.935 -1.102
H -3.457 -0.855 -2.982
H -3.173 -2.268 -3.478
O -2.810 -1.568 -3.001
H -1.080 0.090 3.503
H -0.394 -0.463 4.748
O -0.185 0.013 3.932
H -0.083 1.630 -2.751
H 1.350 1.440 -2.208
O 0.628 1.010 -2.662
H 2.693 3.221 1.988
H 2.195 1.735 1.889
O 2.212 2.575 1.428
H 0.877 3.509 -0.838
H 0.498 3.394 0.675
O 0.135 3.660 -0.224
H 2.012 -3.003 0.166
H 1.720 -4.455 0.417
O 1.551 -3.766 -0.203
*
```